1.
Below is a molecular structure, C35H38N5OPtS3 in a non-equilibrium geometry, with properties calculated with ωB97M-V with the def2-TZVPD basis set.

## Properties
Charge   -1
HOMO energy   -0.1303 Ha
Frontier orbital gap   5.74 eV

Last column: Mulliken charge in e.
Atoms and positions in Å:
Pt (0.409, -0.143, -0.253)  2.058
S (-3.354, -3.937, 1.601)  -0.416
S (3.665, 1.848, -3.123)  -0.176
S (2.768, 0.859, -0.437)  -0.466
O (-1.527, -0.473, -1.287)  -0.764
N (1.197, 1.915, -2.334)  -0.677
N (1.113, -1.140, 1.423)  -0.844
N (0.114, 1.500, -1.670)  0.878
N (-3.272, -1.236, 2.019)  -0.274
N (-1.625, -2.212, 0.680)  0.800
C (2.771, 1.308, -4.648)  -1.379
C (-0.928, 2.293, -1.629)  0.840
C (4.197, -4.429, 3.452)  -1.740
C (-2.085, -4.501, 0.545)  0.335
C (2.603, -2.825, 2.409)  -1.058
C (-0.789, 3.722, -2.098)  -1.982
C (-2.220, 1.815, -1.232)  0.578
C (2.368, 1.544, -1.953)  0.231
C (-0.794, -5.965, -0.805)  -0.820
C (2.074, -2.091, 1.326)  2.609
C (-0.155, 0.648, 2.442)  -2.443
C (4.072, -3.703, -1.505)  -1.292
C (-2.447, 0.400, -1.108)  0.348
C (1.003, -1.938, -3.898)  -0.579
C (2.598, -2.406, 0.051)  -0.443
C (-2.672, -2.279, 1.396)  -0.133
C (2.098, 0.090, 3.323)  -1.802
C (3.570, -3.364, -0.131)  0.413
C (-4.569, 2.250, -0.776)  -0.982
C (2.008, -2.856, -4.151)  -0.285
C (-3.779, -0.013, -0.848)  -0.731
C (-0.256, -3.615, -0.768)  0.826
C (3.252, -2.425, -4.585)  -0.574
C (-4.811, 0.881, -0.694)  -0.469
C (0.125, -1.473, 3.709)  -1.988
C (-1.275, -3.415, 0.149)  -1.280
C (3.490, -1.076, -4.763)  -0.504
C (4.089, -4.036, 0.972)  -1.116
C (-0.016, -4.892, -1.229)  -0.468
C (-3.295, 2.694, -1.052)  -0.807
C (-1.846, -5.779, 0.077)  -0.402
C (2.480, -0.148, -4.538)  0.478
C (3.609, -3.756, 2.240)  0.247
C (0.818, -0.512, 2.706)  2.361
C (1.233, -0.591, -4.110)  -0.174
H (1.822, -3.912, -4.013)  0.438
H (2.563, 0.755, 2.599)  0.242
H (3.279, -4.178, -2.080)  0.059
H (-3.102, -0.354, 1.549)  0.092
H (-1.558, 3.955, -2.833)  0.432
H (-0.890, 4.411, -1.259)  0.341
H (0.298, 1.371, 1.755)  0.353
H (-4.226, -1.381, 2.308)  0.299
H (-0.593, -6.958, -1.185)  0.393
H (-0.165, -2.396, 3.213)  0.290
H (2.251, -1.834, -0.807)  -0.236
H (4.914, -4.390, -1.443)  0.336
H (0.041, -2.263, -3.529)  0.430
H (2.820, -0.680, 3.576)  0.453
H (0.292, -2.744, -1.095)  -0.100
H (0.440, 0.119, -3.933)  0.405
H (1.855, 0.654, 4.222)  0.461
H (-0.403, 1.163, 3.371)  0.559
H (3.448, 1.546, -5.468)  0.568
H (0.189, 3.866, -2.552)  0.391
H (-3.129, 3.758, -1.140)  0.376
H (3.413, -4.861, 4.074)  0.352
H (0.773, -1.713, 4.550)  0.541
H (-1.070, 0.247, 2.005)  0.507
H (-3.969, -1.078, -0.812)  0.439
H (-5.382, 2.957, -0.662)  0.360
H (4.738, -3.697, 4.057)  0.306
H (-0.779, -1.015, 4.109)  0.393
H (0.788, -5.066, -1.928)  0.298
H (-2.476, -6.603, 0.378)  0.410
H (4.044, -3.141, -4.758)  0.428
H (-5.818, 0.521, -0.520)  0.446
H (4.466, -0.730, -5.074)  0.355
H (4.891, -5.215, 3.161)  0.372
H (1.865, 1.910, -4.700)  0.355
H (4.382, -2.808, -2.041)  0.283
H (4.864, -4.780, 0.839)  0.221
H (2.224, -2.688, 3.408)  0.421

2.
Below is a molecular structure, C35H39BiBrN5O7PS in a non-equilibrium geometry, with properties calculated with ωB97M-V with the def2-TZVPD basis set.

## Properties
Charge   +1
HOMO energy   -0.3830 Ha
Energy above the lowest of the compared OMol25 structures with the same formula, charge and spin   16.2 kcal per mole
Frontier orbital gap   7.12 eV

Last column: Mulliken charge in e.
Atoms and positions in Å:
Bi (-0.110, -0.152, -0.642)  2.104
Br (2.991, -7.208, 0.613)  -0.140
S (0.782, 2.008, 1.162)  1.042
P (2.251, -1.478, 1.309)  1.727
O (-1.089, 1.687, -0.963)  -0.514
O (-0.880, -1.936, 1.233)  -0.498
O (-2.171, -0.845, -0.193)  -0.947
O (-0.124, 0.860, 1.479)  -0.761
O (1.526, 2.449, 2.301)  -0.684
O (1.614, 1.564, 0.018)  -0.729
O (-0.119, 3.164, 0.650)  -0.390
N (2.605, -1.125, 4.095)  0.187
N (0.963, -2.260, -2.262)  0.018
N (4.480, -0.481, 2.688)  0.200
N (-0.145, 0.034, -3.234)  -0.242
N (4.005, -2.818, 3.059)  0.194
C (2.399, -4.292, -2.262)  -0.711
C (-3.149, -2.889, 2.650)  -0.240
C (1.600, 0.205, -4.850)  -0.853
C (-4.708, 6.626, -2.570)  -1.502
C (0.890, -3.812, -0.454)  0.116
C (-5.539, -3.115, 2.710)  -0.415
C (-2.969, 3.844, -0.619)  0.811
C (-4.291, -3.379, 3.262)  -0.730
C (-0.194, 1.780, -4.865)  -0.866
C (-0.604, 2.957, -0.769)  0.212
C (-3.642, 5.723, -2.009)  0.607
C (3.235, -2.508, 4.216)  -0.798
C (0.987, -0.431, -3.787)  0.335
C (1.012, 1.344, -5.382)  -0.374
C (3.186, -3.014, 1.852)  -1.365
C (5.047, -1.810, 2.864)  -0.922
C (3.706, -0.091, 3.814)  -0.872
C (-3.252, -2.131, 1.489)  0.401
C (-1.310, 5.053, -1.927)  0.994
C (-5.644, -2.364, 1.546)  -0.792
C (1.547, -1.677, -3.222)  -0.191
C (1.333, -4.937, 0.223)  -0.889
C (-2.019, -1.617, 0.834)  1.059
C (-3.375, 2.791, 0.386)  -1.416
C (-3.941, 4.711, -1.109)  -1.048
C (-2.314, 5.901, -2.379)  -0.885
C (1.444, -3.457, -1.682)  0.238
C (-1.650, 3.994, -1.073)  0.523
C (2.330, -5.718, -0.339)  0.224
C (-4.502, -1.870, 0.935)  -0.297
C (-0.742, 1.096, -3.786)  -0.090
C (3.747, -0.348, 1.426)  -1.442
C (1.569, -1.111, 3.013)  -1.683
C (0.117, 5.313, -2.362)  -1.704
C (2.850, -5.415, -1.588)  -0.824
H (4.421, -0.589, 0.602)  0.532
H (0.904, -5.213, 1.179)  0.582
H (-3.333, 1.793, -0.050)  0.183
H (-1.661, 1.421, -3.320)  0.562
H (-4.563, -1.289, 0.024)  0.431
H (-4.388, 2.979, 0.740)  0.431
H (0.112, -3.187, -0.025)  0.494
H (3.421, 0.680, 1.298)  0.470
H (2.152, -0.877, 4.975)  0.391
H (2.789, -4.079, -3.249)  0.342
H (-4.967, 4.577, -0.780)  0.312
H (4.322, -0.035, 4.710)  0.329
H (0.511, 4.501, -2.980)  0.284
H (-0.710, 2.640, -5.273)  0.469
H (-2.697, 2.788, 1.241)  0.249
H (-2.054, 6.718, -3.047)  0.372
H (-6.433, -3.495, 3.190)  0.392
H (1.487, 1.878, -6.194)  0.455
H (3.840, -3.333, 1.038)  0.424
H (1.092, -0.136, 2.990)  0.715
H (2.527, -0.185, -5.255)  0.394
H (-4.707, 6.587, -3.661)  0.345
H (-6.618, -2.169, 1.115)  0.406
H (0.777, 5.421, -1.498)  0.344
H (-4.524, 7.664, -2.285)  0.339
H (-2.166, -3.087, 3.059)  0.351
H (3.604, -6.051, -2.033)  0.444
H (2.425, -3.223, 4.342)  0.360
H (0.168, 6.230, -2.945)  0.415
H (5.630, -2.070, 1.982)  0.389
H (2.471, -2.038, -3.680)  0.311
H (-4.210, -3.973, 4.164)  0.408
H (5.709, -1.811, 3.731)  0.326
H (2.478, -3.826, 2.026)  0.434
H (3.212, 0.863, 3.633)  0.501
H (-5.701, 6.348, -2.218)  0.346
H (3.866, -2.501, 5.105)  0.328
H (0.284, 3.119, -1.374)  0.442
H (0.802, -1.855, 3.228)  0.520

3.
Below is a molecular structure, C35H39Cl2IrN6O5SSi, with properties calculated with ωB97M-V with the def2-TZVPD basis set.

## Properties
Charge   0
HOMO energy   -0.2760 Ha
Energy above the lowest of the compared OMol25 structures with the same formula, charge and spin   0.0 kcal per mole
Frontier orbital gap   6.72 eV

Last column: Mulliken charge in e.
Atoms and positions in Å:
Ir (1.218, -1.254, 0.307)  2.285
Cl (0.577, 3.252, 2.785)  -0.180
Cl (0.549, 6.584, -1.484)  -0.200
S (-6.486, 3.728, -1.258)  1.183
Si (1.064, -3.505, -0.301)  0.979
O (1.603, -0.377, -1.557)  -0.751
O (1.661, 1.025, 0.109)  -0.910
O (-7.083, 3.753, -2.574)  -0.720
O (-5.117, 4.219, -1.204)  -0.651
O (-7.327, 4.162, -0.163)  -0.705
N (-0.852, -0.912, 0.112)  -0.086
N (-7.421, 1.197, -0.981)  -0.493
N (-5.100, 1.484, -0.668)  -0.126
N (3.327, -1.286, 0.440)  -0.688
N (0.768, 3.914, -0.134)  0.093
N (0.776, -1.637, 2.328)  -0.556
C (-0.185, 3.501, -1.107)  0.357
C (1.659, 0.833, -1.145)  0.872
C (3.546, -3.554, -1.759)  -0.892
C (-0.737, 2.171, -3.031)  -0.612
C (0.381, -4.661, 1.046)  -1.764
C (-4.963, 0.180, -0.448)  0.168
C (4.182, -1.751, 1.577)  -0.810
C (3.541, -2.842, 2.423)  0.418
C (-0.005, 7.178, 2.412)  -0.369
C (-2.583, 0.730, -0.089)  -0.731
C (4.759, -4.077, -2.187)  -0.745
C (-3.562, -0.246, -0.196)  1.477
C (2.757, -4.200, -0.805)  1.083
C (-2.426, 3.555, -2.036)  -0.877
C (-1.499, 3.969, -1.089)  -0.243
C (0.087, -3.725, -1.899)  -1.621
C (0.497, 4.995, 0.705)  -1.145
C (0.359, 6.297, 0.210)  1.102
C (-3.149, -1.570, -0.079)  -1.418
C (-6.313, 1.943, -0.932)  -0.024
C (-2.038, 2.652, -3.018)  -0.862
C (0.162, 5.911, 2.944)  -0.721
C (1.595, 1.972, -2.128)  -1.523
C (-6.042, -0.682, -0.483)  -0.672
C (5.211, -5.286, -1.677)  -0.604
C (0.093, 7.370, 1.043)  -0.671
C (-7.273, -0.096, -0.756)  -0.408
C (3.225, -5.427, -0.322)  -0.414
C (1.774, -1.213, 3.346)  -0.757
C (-1.810, -1.856, 0.072)  -0.589
C (0.203, 2.585, -2.090)  0.653
C (0.399, 4.848, 2.092)  0.728
C (2.781, -2.312, 3.636)  -1.058
C (4.432, -5.966, -0.750)  -0.641
C (-1.265, 0.369, 0.065)  -1.510
H (0.092, 5.736, 4.008)  0.411
H (4.324, -3.516, 2.776)  0.513
H (6.153, -5.702, -2.010)  0.395
H (-0.022, 8.352, 0.608)  0.428
H (4.762, -6.921, -0.360)  0.418
H (-0.210, 8.016, 3.063)  0.367
H (3.191, -2.636, -2.232)  0.414
H (1.161, -4.955, 1.755)  0.443
H (-3.847, -2.393, -0.134)  0.348
H (4.414, -0.881, 2.193)  0.429
H (-0.014, -5.581, 0.608)  0.507
H (-5.962, -1.745, -0.311)  0.388
H (2.363, 2.708, -1.884)  0.313
H (3.573, -0.315, 0.253)  0.336
H (2.269, -3.140, 4.136)  0.437
H (-0.441, -4.233, 1.627)  0.436
H (-8.172, -0.704, -0.798)  0.406
H (1.152, 3.116, 0.361)  0.121
H (2.646, -5.988, 0.400)  0.296
H (-2.759, 2.320, -3.753)  0.486
H (-3.460, 3.886, -1.985)  0.802
H (3.492, -1.915, 4.365)  0.364
H (0.699, -3.330, -2.714)  0.293
H (2.899, -3.453, 1.787)  -0.796
H (-1.488, -2.881, 0.135)  0.684
H (1.774, 1.572, -3.124)  0.611
H (3.617, -1.811, -0.385)  0.208
H (-2.858, 1.772, -0.153)  1.047
H (0.491, -2.593, 2.532)  0.106
H (-1.807, 4.664, -0.317)  0.504
H (1.255, -0.949, 4.269)  0.473
H (-0.069, -4.789, -2.100)  0.479
H (-0.431, 1.460, -3.791)  0.406
H (5.124, -2.103, 1.157)  0.418
H (-0.063, -1.076, 2.476)  0.387
H (-0.874, -3.220, -1.947)  0.452
H (2.246, -0.303, 2.971)  0.349
H (5.339, -3.547, -2.931)  0.436
H (-0.512, 1.136, 0.154)  1.238